Record 1
The following is a quantum chemistry calculation of an isolated molecule of C9H13N3 at a distorted geometry, from OMol25.

Each line ends with the natural charge from an NBO analysis.
Cartesian coordinates (Å):
1 C -3.142872 -1.329304 0.137024  0.0726
2 C -2.235452 -0.326185 0.053258  0.0634
3 C 0.125704 0.547544 0.208397  0.4008
4 C -1.840244 1.900313 -0.109657  0.5499
5 C -3.931549 -2.391657 0.129196  -0.4722
6 C -0.781705 -0.630458 0.377227  -0.5312
7 C 2.393484 -0.251084 1.154622  -0.6290
8 C 2.012962 0.378658 -1.383141  -0.5867
9 C 1.603121 0.640077 0.117852  -0.2812
10 N -2.739954 0.952495 -0.090578  -0.5030
11 N -0.435922 1.704367 0.037585  -0.5303
12 N -2.337073 3.196218 -0.193732  -0.7889
13 H -4.010481 -2.905885 -0.817875  0.2036
14 H -4.495110 -2.792238 0.898552  0.2075
15 H -0.725157 -1.033598 1.334296  0.2467
16 H -0.546819 -1.536223 -0.290383  0.2458
17 H 1.786952 -1.222532 1.222484  0.2084
18 H 2.530965 0.062316 2.283812  0.2244
19 H 3.440998 -0.303529 0.835453  0.2228
20 H 1.200911 0.726306 -1.964442  0.2154
21 H 2.056844 -0.636875 -1.460487  0.2023
22 H 2.920477 0.982395 -1.732738  0.2236
23 H 1.706713 1.756886 0.330094  0.2458
24 H -3.243301 3.380430 -0.663374  0.4095
25 H -1.651945 3.846772 -0.301464  0.3800

Atoms 1-3, force components in eV/Å:
C 0.9 0.2 0.2
C -2.2 -2.0 1.0
C -2.5 1.7 -0.5

SMILES string = C=C=C1CC(C(C)C)=NC(N)=N1
Energy above the lowest of the compared OMol25 structures with the same formula, charge and spin = 215.9 kJ/mol
Highest occupied orbital energy (alpha / beta) = -7.49 / -7.49 eV

---

Record 2
The following is a quantum chemistry calculation of an isolated molecule of C18H37IN2O4S, from OMol25.

Each line ends with the natural charge from an NBO analysis.
Cartesian coordinates (Å):
1 C -6.592445 -7.098293 -3.479911  -0.2466
2 O -6.016959 -6.492742 -2.346506  -0.5378
3 C -5.811935 -5.105140 -2.524096  -0.0523
4 C -5.272666 -4.511281 -1.230796  -0.4185
5 C -4.282769 -3.375614 -1.474044  -0.3850
6 C -3.911924 -2.606899 -0.206672  -0.3947
7 C -3.246434 -1.243286 -0.482905  -0.3980
8 C -1.894235 -1.021779 0.217338  -0.3950
9 C -1.999993 -0.137962 1.468282  -0.4139
10 C -0.908641 -0.345819 2.527483  -0.4107
11 C 0.360137 0.482417 2.362914  0.0465
12 O -0.025935 1.859343 2.191324  -0.7482
13 S 0.830388 3.015557 2.962740  1.8022
14 O 0.699469 4.137907 2.064264  -0.9367
15 O 2.281986 2.355667 2.853173  -0.7651
16 C 3.018251 2.046536 1.609045  0.2917
17 C 4.195819 1.230657 2.178254  -0.2539
18 N 5.094675 0.611759 1.222480  -0.8437
19 C 3.455990 3.380044 0.970082  -0.4351
20 C 4.872504 3.485529 0.402641  -0.3972
21 C 5.137197 4.890838 -0.132939  -0.4128
22 C 4.462589 5.177643 -1.489732  -0.2224
23 N 5.434503 5.479973 -2.547788  -0.8480
24 C 2.122839 1.258593 0.642906  -0.4874
25 C 1.222927 0.123741 1.145671  -0.2861
26 I 2.209702 -1.751228 1.518452  0.0660
27 H -6.792910 -8.137916 -3.226897  0.1933
28 H -5.917268 -7.064370 -4.344951  0.1629
29 H -7.534586 -6.607443 -3.756884  0.1624
30 H -5.103208 -4.932451 -3.349070  0.1560
31 H -6.762179 -4.631969 -2.811014  0.1608
32 H -4.795150 -5.324499 -0.677131  0.2171
33 H -6.092053 -4.146910 -0.604864  0.1981
34 H -4.697956 -2.676128 -2.210053  0.1912
35 H -3.377413 -3.790711 -1.930835  0.1986
36 H -4.808900 -2.479595 0.405789  0.1985
37 H -3.229945 -3.222067 0.389787  0.1962
38 H -3.124393 -1.121963 -1.562370  0.2024
39 H -3.925028 -0.442185 -0.175421  0.2043
40 H -1.189313 -0.585952 -0.495494  0.1925
41 H -1.467400 -1.990247 0.503310  0.1959
42 H -2.965056 -0.330381 1.944724  0.2079
43 H -2.018575 0.915856 1.176284  0.2202
44 H -0.612626 -1.399409 2.548846  0.2167
45 H -1.306477 -0.120223 3.518850  0.2197
46 H 0.960523 0.396447 3.271846  0.2044
47 H 3.772203 0.452703 2.813796  0.2123
48 H 4.750057 1.900219 2.843695  0.1943
49 H 4.833929 -0.346168 1.036987  0.3691
50 H 5.183353 1.104244 0.346303  0.3610
51 H 2.744795 3.639338 0.179581  0.2122
52 H 3.335985 4.152614 1.730680  0.2331
53 H 5.013280 2.774837 -0.422002  0.1781
54 H 5.612652 3.220578 1.161685  0.2146
55 H 4.805354 5.620331 0.613448  0.1986
56 H 6.210044 5.040466 -0.265227  0.2265
57 H 3.753346 6.002211 -1.386041  0.1871
58 H 3.866537 4.304963 -1.779061  0.1743
59 H 5.338700 4.854312 -3.335873  0.3584
60 H 5.317332 6.417160 -2.907985  0.3597
61 H 2.771714 0.879220 -0.151103  0.2354
62 H 1.440963 1.969387 0.169421  0.2409
63 H 0.574625 -0.140460 0.315577  0.2279

Atoms 1-3, force components in eV/Å:
C 0.0 0.0 0.0
O -0.1 0.0 0.0
C 0.0 0.0 0.0

Highest occupied orbital energy = -9.27 eV

---

Taking the records one at a time from the top gives total energy values of -514.893787, -1814.360059 a.u..